No. 1
{"formula": "C3H3NO2", "method": "ωB97M-V/def2-TZVPD", "elements": ["N", "H", "O", "H", "C", "O", "C", "H", "C"], "positions_angstrom": [[-1.049104, -0.727665, -0.225750], [1.268638, 0.302810, -0.971548], [-2.704310, 0.979051, -0.496329], [1.977165, 0.361288, 0.646783], [-1.816175, 0.191871, -0.446942], [0.704804, -1.874827, 0.794896], [0.179766, -0.837262, 0.324509], [0.407965, 1.246385, 0.298928], [1.031253, 0.358351, 0.075454]], "atomic_forces_ev_per_a": [[-2.3609, 0.0461, -0.8130], [0.1113, 0.3390, -0.6004], [2.2849, -1.7430, -0.5501], [-0.6960, -0.1101, -0.1848], [-1.9628, 0.9716, 1.2550], [-2.6199, 2.6919, -1.2044], [4.5180, -3.0083, 1.3145], [0.6910, -0.0895, -0.2914], [0.0344, 0.9023, 1.0745]], "energy_ha": -321.34560, "homo_ev": -10.61, "e_above_lowest_kj_mol": 84.1, "lumo_ev": 0.187, "smiles": "CC(=O)N=C=O"}

No. 2
{"formula": "C3H3NO2", "method": "ωB97M-V/def2-TZVPD", "elements": ["H", "H", "O", "C", "C", "O", "H", "N", "C"], "positions_angstrom": [[0.603699, 0.151870, 1.408377], [-1.783368, -0.477805, 0.891618], [-1.009421, -1.635541, -0.581257], [0.244270, 0.201132, 0.374297], [1.347138, -0.190812, -0.523453], [-0.198593, 1.524646, 0.197606], [-0.449632, 1.651080, -0.728838], [2.192856, -0.482429, -1.257862], [-0.946953, -0.742141, 0.219514]], "atomic_forces_ev_per_a": [[-0.0386, -0.0907, -0.0964], [-0.0230, -0.0386, -0.0294], [0.0343, 0.4043, 0.4296], [0.2182, -0.1310, 0.1637], [0.9159, -0.1991, -0.9056], [-0.0177, 0.1298, -0.2713], [0.0511, 0.0187, 0.1388], [-0.9743, 0.3531, 0.8994], [-0.1658, -0.4466, -0.3288]], "energy_ha": -321.30770, "homo_ev": -10.80, "e_above_lowest_kj_mol": 183.6, "lumo_ev": 0.102, "smiles": "N#C[C@@H](O)C=O"}

No. 3
{"formula": "C3H3NO2", "method": "ωB97M-V/def2-TZVPD", "elements": ["H", "C", "H", "O", "C", "N", "C", "H", "O"], "positions_angstrom": [[-1.099339, 1.435304, -0.479364], [-0.137173, 1.269252, 0.038202], [1.790245, 0.549735, 1.072027], [0.414194, 2.127427, 0.701580], [0.448245, -0.066706, -0.046182], [-1.051691, -1.862150, -1.044126], [-0.286715, -1.032199, -0.569796], [-1.701214, -2.176181, -0.319187], [1.633166, -0.280547, 0.587514]], "atomic_forces_ev_per_a": [[0.1597, -0.0010, 0.0518], [0.1516, 0.1595, 0.1625], [0.1221, -0.0323, -0.0641], [-0.1561, -0.2189, -0.2527], [-0.2049, 0.0360, -0.0265], [0.4379, 0.5207, 0.2732], [-0.4132, -0.2968, -0.0007], [-0.1332, -0.2849, -0.1901], [0.0361, 0.1176, 0.0467]], "energy_ha": -321.28811, "homo_ev": -9.12, "e_above_lowest_kj_mol": 235.1, "lumo_ev": 0.355, "smiles": "N=C=C(O)C=O"}

No. 4
{"formula": "C3H3NO2", "method": "ωB97M-V/def2-TZVPD", "elements": ["H", "C", "C", "O", "O", "H", "C", "H", "N"], "positions_angstrom": [[-0.929476, -0.012193, 0.807479], [0.561515, -0.758336, 0.580755], [-0.257418, 0.203962, -0.174362], [0.428216, -1.923360, 0.252835], [-0.486794, -0.325377, -1.422491], [-0.184941, -1.272282, -1.291535], [-0.108946, 1.659379, -0.159803], [1.147694, -0.375109, 1.408426], [-0.169852, 2.803316, -0.001304]], "atomic_forces_ev_per_a": [[-0.9238, 0.7202, -1.8649], [1.1112, -0.6725, -0.4053], [-0.1964, -0.1274, 0.7995], [0.8476, 0.4086, 0.5802], [-0.7514, -0.4747, 0.4514], [-0.5112, 0.7876, -0.4173], [-0.0279, 0.6762, 0.5651], [0.1611, -0.2235, 0.6174], [0.2909, -1.0945, -0.3261]], "energy_ha": -321.27489, "homo_ev": -10.81, "e_above_lowest_kj_mol": 269.8, "lumo_ev": 0.180, "smiles": "N#C[C@@H](O)C=O"}

No. 5
{"formula": "C3H3NO2", "method": "ωB97M-V/def2-TZVPD", "elements": ["C", "H", "C", "C", "H", "O", "H", "O", "N"], "positions_angstrom": [[-0.400023, 0.857802, -0.284627], [-1.450256, -1.098086, -0.248253], [-0.510157, -0.604553, -0.008104], [0.697303, -1.394671, 0.204195], [-1.203625, 1.285217, -0.896578], [1.670694, -1.981039, -0.141550], [0.545716, 2.484250, -0.101467], [0.058421, -1.050649, 1.308663], [0.591930, 1.501725, 0.167717]], "atomic_forces_ev_per_a": [[0.2138, 0.0854, 0.0863], [0.1653, 0.0839, 0.0256], [-0.1187, 0.0419, -0.1650], [0.4190, -0.2973, -0.1340], [0.1311, -0.0166, 0.0695], [-0.5921, 0.3158, 0.2130], [-0.0044, -0.0633, 0.0488], [0.1599, -0.0943, 0.0655], [-0.3738, -0.0553, -0.2096]], "energy_ha": -321.28491, "homo_ev": -10.47, "e_above_lowest_kj_mol": 243.5, "lumo_ev": 0.331, "smiles": "[H]/N=C/[C@@H]1OC1=O"}

No. 6
{"formula": "C3H3NO2", "method": "ωB97M-V/def2-TZVPD", "elements": ["H", "N", "H", "C", "O", "O", "C", "C", "H"], "positions_angstrom": [[-0.186273, 1.696275, -0.281880], [0.524808, -1.467863, -0.324618], [2.722440, -0.364951, -0.001640], [-0.324490, 0.656891, -0.046018], [2.020030, 0.290798, 0.128442], [-1.638729, -1.221055, -0.053588], [-1.533254, 0.023657, 0.133561], [0.792212, -0.240635, -0.077278], [-2.375378, 0.627758, 0.523942]], "atomic_forces_ev_per_a": [[-0.0373, 0.2949, 0.3082], [0.7649, 0.5824, 0.4883], [-0.2949, -0.0668, -0.0180], [0.6524, 0.5952, -0.1828], [0.0881, -0.0054, -0.3219], [-0.0703, 1.5101, 0.1977], [-0.9415, -1.3897, -0.1919], [-0.2622, -1.1263, -0.1569], [0.1009, -0.3945, -0.1227]], "energy_ha": -321.20292, "homo_ev": [-9.11, -9.49], "e_above_lowest_kj_mol": 458.8, "lumo_ev": [-2.285, -1.009]}

No. 7
{"formula": "C3H3NO2", "method": "ωB97M-V/def2-TZVPD", "elements": ["C", "H", "O", "O", "N", "H", "H", "C", "C"], "positions_angstrom": [[-0.295707, -0.789341, 0.523882], [1.216630, 0.178123, -1.210290], [0.017635, -1.811105, -0.019784], [-0.463008, 0.413760, -0.014532], [-0.469427, -0.443141, 3.119553], [-0.295359, 0.544327, -2.097373], [0.474550, 1.807449, -1.089773], [-0.465816, -0.640550, 1.981301], [0.280502, 0.740480, -1.192984]], "atomic_forces_ev_per_a": [[0.2048, -0.3156, -0.2135], [-0.1417, 0.0514, -0.0574], [-0.0901, 0.6004, 0.2247], [0.0314, 0.0186, 0.2891], [-0.0935, -0.3128, -1.0594], [0.0003, -0.0684, 0.1204], [0.0368, -0.1219, -0.1826], [-0.0803, 0.0824, 1.1450], [0.1323, 0.0660, -0.2662]], "energy_ha": -321.32191, "homo_ev": -11.85, "e_above_lowest_kj_mol": 146.3, "lumo_ev": 0.059, "smiles": "COC(=O)C#N"}

No. 8
{"formula": "C3H3NO2", "method": "ωB97M-V/def2-TZVPD", "elements": ["C", "N", "O", "H", "O", "H", "C", "H", "C"], "positions_angstrom": [[0.014489, 0.503979, -0.988803], [1.088321, -1.294510, 0.271176], [0.333479, 0.645678, 1.431737], [-0.946751, -1.013327, 1.603031], [-1.104126, -0.010428, -0.221585], [0.131523, -0.020650, -1.938448], [-0.446971, -0.264720, 0.983770], [-0.071620, 1.586375, -1.110133], [1.001657, -0.132398, -0.030744]], "atomic_forces_ev_per_a": [[-0.0113, -0.0301, -0.0679], [1.8067, 0.3700, -0.8258], [-1.7584, -0.2613, 0.9435], [0.1297, 0.0570, -0.2046], [-0.0835, -0.0536, 0.0685], [-0.4039, 0.1441, 0.0768], [-0.9815, 2.1850, 1.2298], [0.4231, -0.2466, 0.2239], [0.8792, -2.1645, -1.4442]], "energy_ha": -321.16961, "homo_ev": -9.61, "e_above_lowest_kj_mol": 546.2, "lumo_ev": 0.210}

No. 9
{"formula": "C3H3NO2", "method": "ωB97M-V/def2-TZVPD", "elements": ["H", "O", "N", "C", "H", "O", "H", "C", "C"], "positions_angstrom": [[1.621730, 0.940223, 0.446210], [-2.622281, 0.126609, 0.101260], [0.634425, 0.889072, 0.436578], [-1.435888, 0.196304, 0.111782], [1.169519, -1.411516, 0.309334], [-0.666121, -0.840799, -0.419879], [1.162499, -0.601937, -1.326310], [-0.538331, 1.351961, 0.670563], [0.674448, -0.649917, -0.329537]], "atomic_forces_ev_per_a": [[0.6632, 2.3183, 1.1423], [0.6790, 0.1655, 0.0578], [-0.1505, -4.0579, -2.0400], [-0.6387, 0.0897, 0.0635], [-0.2732, 0.6706, -0.1011], [-0.6088, -0.3621, -0.1622], [-0.2668, 0.3379, 0.6118], [1.0376, -0.4880, -0.2380], [-0.4418, 1.3260, 0.6657]], "energy_ha": -321.24202, "homo_ev": -9.45, "e_above_lowest_kj_mol": 356.1, "lumo_ev": 0.175}

No. 10
{"formula": "C3H3NO2S", "method": "ωB97M-V/def2-TZVPD", "elements": ["H", "C", "S", "C", "H", "O", "C", "N", "H", "O"], "positions_angstrom": [[1.541896, 1.934770, 1.771658], [-0.728408, -1.095642, -0.690479], [1.181377, 1.972746, 0.470696], [0.281916, 0.451781, 0.350004], [-1.919308, -2.432745, -1.093516], [-1.501058, -1.580284, -1.530296], [0.286328, -0.656547, 1.168218], [-0.370189, -1.645138, 0.440700], [0.592091, -0.693964, 2.238962], [-0.444492, 0.198585, -0.782154]], "atomic_forces_ev_per_a": [[-0.3448, -0.4326, -0.2734], [2.2666, 1.0080, 5.5255], [-0.2983, 0.3151, -0.4642], [0.8061, -0.1771, 2.3028], [1.2901, 2.3637, -1.3868], [-4.2068, -4.3582, -2.6296], [-0.3871, 1.4183, -1.1428], [-0.1977, -0.4519, -0.1145], [-0.0796, -0.3495, -1.3618], [1.1515, 0.6640, -0.4550]], "energy_ha": -719.49783, "homo_ev": -7.99, "e_above_lowest_kj_mol": 216.4, "lumo_ev": 0.522, "smiles": "Oc1ncc(S)o1"}

No. 11
{"formula": "C3H3NO2S", "method": "ωB97M-V/def2-TZVPD", "elements": ["C", "H", "C", "H", "H", "N", "C", "O", "O", "S"], "positions_angstrom": [[0.112292, -0.089383, -0.109021], [-0.590203, 0.214340, 0.658230], [-0.439642, -0.128871, -1.412249], [-1.421873, 0.338102, -1.525299], [1.607083, -0.304709, 1.369551], [0.038394, -0.806539, -2.398609], [1.387652, -0.335592, 0.309630], [-0.232146, -0.857635, -3.588295], [3.820739, -1.074683, 0.291202], [2.773173, -0.683348, -0.651569]], "atomic_forces_ev_per_a": [[1.1009, -0.0954, 1.0812], [0.0239, -0.0229, 0.0128], [-0.9979, -0.0710, -0.7025], [0.2285, -0.0409, -0.3329], [0.0847, -0.0050, 0.0438], [0.4334, 0.3308, -0.4889], [-0.6570, 0.0798, -0.2898], [-0.0604, -0.1057, 0.6729], [1.0700, -0.3261, 0.7232], [-1.2262, 0.2564, -0.7199]], "energy_ha": -719.37692, "homo_ev": [-8.30, -9.63], "e_above_lowest_kj_mol": 533.9, "lumo_ev": [-1.394, -1.617]}

No. 12
{"formula": "C3H3NO2S", "method": "ωB97M-V/def2-TZVPD", "elements": ["C", "H", "O", "N", "S", "O", "C", "H", "H", "C"], "positions_angstrom": [[-1.558886, 0.162960, -0.639370], [-1.146573, -0.311837, -1.562348], [-1.120613, 1.403429, -0.278468], [2.493924, -0.367542, 0.336594], [0.619127, 1.548476, 0.319316], [-3.500596, -0.982976, 0.341097], [1.169635, 0.020332, 0.158846], [2.603021, -1.302077, 0.438996], [3.080674, 0.177469, 0.998296], [-2.639716, -0.348231, -0.112960]], "atomic_forces_ev_per_a": [[1.1606, 0.5033, -1.4526], [-0.4899, 0.2902, 0.9160], [1.0924, 0.3363, 0.4831], [-2.2166, 4.4739, 0.8756], [-0.9489, -1.3651, -0.4886], [-0.2004, 0.5163, -0.0972], [1.7050, 0.4281, -0.0172], [0.4686, -3.3751, 0.1128], [-0.3963, -0.4660, -0.9337], [-0.1746, -1.3418, 0.6018]], "energy_ha": -719.38793, "homo_ev": -8.45, "e_above_lowest_kj_mol": 505.0, "lumo_ev": -0.170}